Record 1
{"formula": "C2H7S", "method": "the ωB97M-V functional and the def2-TZVPD basis", "symbols": ["S", "H", "C", "C", "H", "H", "H", "H", "H", "H"], "coordinates": [[0.83732, -0.68748, 2.22167], [-0.16989, -0.63697, 3.10586], [-0.80954, 0.17710, -0.51855], [0.68113, 0.16786, -0.92616], [-1.01816, -0.76798, -0.04949], [-0.94485, 0.82331, 0.35193], [-1.53201, 0.37132, -1.31264], [1.03666, -0.51436, -0.14767], [1.19706, 1.11023, -0.72670], [0.72226, -0.04305, -1.99826]], "atomic_forces_ev_per_a": [[0.2, -0.1, 0.6], [0.0, 0.0, 0.1], [0.2, 0.6, 0.4], [-1.1, 0.5, 0.6], [-0.3, -0.8, -0.2], [-0.1, 0.4, -0.3], [-0.1, 0.3, -0.1], [0.9, -0.3, -1.0], [-0.2, 0.2, -0.1], [0.5, -0.6, 0.1]], "orbital_gap_ev": [2.13, 6.37], "s2": 0.7509, "multiplicity": 2, "e_above_lowest_kj_mol": 185.10, "e_lumo_ha": [0.2528, 0.2489], "charge": -2}

---

Record 2
{"formula": "C2H5NS2", "method": "the ωB97M-V functional and the def2-TZVPD basis", "symbols": ["C", "N", "S", "C", "S", "H", "H", "H", "H", "H"], "coordinates": [[-0.19034, 0.22422, 1.00827], [0.70553, -0.42893, 0.04762], [0.42708, -2.21188, -0.14607], [0.23598, -0.77931, -1.26462], [1.41428, -0.45510, -2.45116], [-0.56022, -0.49188, 1.69150], [0.46555, 0.98418, 1.62686], [-0.95309, 0.66950, 0.42389], [-0.92423, -0.73483, -1.73949], [2.31911, -0.53745, -1.53233]], "atomic_forces_ev_per_a": [[2.5, 1.3, 0.6], [-0.6, -0.9, -0.2], [0.2, 0.5, -0.1], [-3.6, -0.6, 0.3], [0.1, 0.3, -2.5], [-0.6, -0.6, 0.7], [-1.5, -1.2, -1.4], [-1.0, 0.9, 0.0], [3.1, 0.4, 1.8], [1.4, 0.0, 0.7]], "orbital_gap_ev": 9.20, "e_above_lowest_kj_mol": 267.82, "e_lumo_ha": 0.0187, "charge": 0}

---

Copy entry 2 word for word.
{"formula": "C2H5NS2", "method": "the ωB97M-V functional and the def2-TZVPD basis", "symbols": ["C", "N", "S", "C", "S", "H", "H", "H", "H", "H"], "coordinates": [[-0.19034, 0.22422, 1.00827], [0.70553, -0.42893, 0.04762], [0.42708, -2.21188, -0.14607], [0.23598, -0.77931, -1.26462], [1.41428, -0.45510, -2.45116], [-0.56022, -0.49188, 1.69150], [0.46555, 0.98418, 1.62686], [-0.95309, 0.66950, 0.42389], [-0.92423, -0.73483, -1.73949], [2.31911, -0.53745, -1.53233]], "atomic_forces_ev_per_a": [[2.5, 1.3, 0.6], [-0.6, -0.9, -0.2], [0.2, 0.5, -0.1], [-3.6, -0.6, 0.3], [0.1, 0.3, -2.5], [-0.6, -0.6, 0.7], [-1.5, -1.2, -1.4], [-1.0, 0.9, 0.0], [3.1, 0.4, 1.8], [1.4, 0.0, 0.7]], "orbital_gap_ev": 9.20, "e_above_lowest_kj_mol": 267.82, "e_lumo_ha": 0.0187, "charge": 0}